C3H6O4Sr as an isolated structure at a distorted geometry, computed with ωB97M-V with the def2-TZVPD basis set.

Positions of all 14 atoms, in Å:
Sr  -1.8389  -2.7198  1.7728
O  -1.3698  -0.1337  1.5946
O  1.1332  -1.1889  -1.7007
O  1.1943  0.8988  -0.7605
O  1.9243  0.5487  -2.8021
C  0.6547  0.4764  0.4876
C  -0.8597  0.6287  0.5035
C  1.4052  0.0951  -1.8103
H  0.1658  -1.5035  -1.5372
H  -1.3204  0.2844  -0.4350
H  -1.1225  1.6865  0.6232
H  0.9988  -0.5370  0.7454
H  1.0978  1.1164  1.2587
H  -2.0628  0.3478  2.0598

- lowest unoccupied orbital energy (eV) = -0.27
- gap between HOMO and LUMO (eV) = 5.024
- E_HOMO (Ha) = -0.1944
- total charge = 0



An isolated ion of composition C3H6OS and charge -1 at a distorted geometry, computed with ωB97M-V with the def2-TZVPD basis set.

Positions of all 11 atoms, in Å:
S  1.0163  2.5561  1.0400
O  -0.5626  -2.4304  0.3419
C  -0.2146  -0.0407  0.4663
C  0.1681  1.2625  -0.0029
C  -0.1037  -1.2963  -0.3691
H  -0.6820  -1.1316  -1.3827
H  0.3804  -0.2234  1.3819
H  -1.3829  -0.1034  0.4157
H  -0.6246  1.8528  -0.4916
H  0.9381  0.9459  -0.7268
H  1.0676  -1.3917  -0.6727

- lowest unoccupied orbital energy (alpha / beta) (eV) = 3.25 / 1.27
- gap between HOMO and LUMO (alpha / beta) (eV) = 5.798 / 3.786
- E_HOMO (alpha / beta) (Ha) = -0.0937 / -0.0924
- expectation value of S² = 0.75
- total charge = -1
- multiplicity = 2



One molecule with the formula C3H6OS at a distorted geometry, computed with ωB97M-V with the def2-TZVPD basis set.

Positions of all 11 atoms, in Å:
S  0.5416  1.5787  1.1249
O  -1.7305  -0.0228  -0.0817
C  -0.5186  -0.7254  -0.0530
C  0.8029  0.0025  0.3593
C  0.5351  -0.2513  -1.0627
H  1.2621  -0.9473  -1.5921
H  -0.7161  -1.7819  0.2052
H  -1.4276  0.8705  0.0342
H  0.2198  0.6141  -1.7134
H  1.5422  -0.5336  0.8854
H  -0.5109  1.1964  1.8939

- lowest unoccupied orbital energy (eV) = 0.87
- gap between HOMO and LUMO (eV) = 10.197
- SMILES = O[C@H]1C[C@H]1S
- E_HOMO (Ha) = -0.3428
- total charge = 0



A 2-piece molecular cluster, C3H6OS overall at a distorted geometry, computed with ωB97M-V with the def2-TZVPD basis set.

Positions of all 11 atoms, in Å:
S  -0.5724  -2.9741  1.3036
O  0.0162  0.7107  0.2833
C  -0.4309  -2.7995  -0.3526
C  0.1130  2.0946  0.3401
C  0.4564  1.3006  -0.8908
H  -1.0850  -1.9177  -0.6828
H  1.4935  1.2561  -1.0109
H  -0.8831  2.5425  0.3147
H  0.9074  2.5571  1.0205
H  0.1822  -4.0939  1.4445
H  -0.1974  1.3237  -1.7697

- lowest unoccupied orbital energy (eV) = 0.08
- gap between HOMO and LUMO (eV) = 8.726
- E_HOMO (Ha) = -0.3176
- total charge = 0



One molecule with the formula C3H6OS at a distorted geometry, computed with ωB97M-V with the def2-TZVPD basis set.

Positions of all 11 atoms, in Å:
S  -0.3588  -2.3483  -1.7713
O  0.2618  0.6355  0.1376
C  0.8222  0.9294  1.4183
C  -0.6237  -0.2094  -0.0707
C  -0.6538  -0.6263  -1.5016
H  -1.6282  -0.4360  -2.0032
H  1.6412  1.5878  1.1352
H  -1.0803  -0.7374  0.7435
H  0.1229  -0.1104  -2.0351
H  1.4376  0.1271  1.7848
H  0.0589  1.1881  2.1625

- lowest unoccupied orbital energy (alpha / beta) (eV) = -0.75 / -1.02
- gap between HOMO and LUMO (alpha / beta) (eV) = 6.314 / 5.998
- E_HOMO (alpha / beta) (Ha) = -0.2598 / -0.2579
- total charge = 0



One molecule with the formula C3H6OS at a distorted geometry, computed with ωB97M-V with the def2-TZVPD basis set.

Positions of all 11 atoms, in Å:
S  -0.0425  2.6172  0.1694
O  -0.5942  -0.4661  1.5864
C  0.7754  1.2491  -0.1443
C  -0.2900  -1.0101  0.2832
C  0.1576  0.0479  -0.9009
H  1.7275  0.9839  0.4323
H  -1.3997  0.3535  1.4631
H  -0.7169  0.3145  -1.5243
H  0.9602  -0.5908  -1.6157
H  0.6228  -1.7774  0.2408
H  -1.2002  -1.7217  0.0099

- lowest unoccupied orbital energy (eV) = -0.41
- gap between HOMO and LUMO (eV) = 8.476
- SMILES = OCCC=S
- E_HOMO (Ha) = -0.3267
- total charge = 0



A 2-piece molecular cluster, C3H6OS overall at a distorted geometry, computed with ωB97M-V with the def2-TZVPD basis set.

Positions of all 11 atoms, in Å:
S  -0.1492  -1.7387  -3.5682
O  -0.3514  1.0536  -0.6603
C  0.5261  0.3489  0.2360
C  -0.7108  -0.1966  -0.3497
C  0.5437  0.8200  1.8092
H  0.7364  1.8921  1.8886
H  1.5094  0.0776  -0.0700
H  -0.5621  0.6021  2.1398
H  -1.2845  -2.4505  -3.4641
H  1.3548  0.2346  2.2162
H  -1.6124  -0.6431  -0.1777

- lowest unoccupied orbital energy (alpha / beta) (eV) = 0.53 / -2.02
- gap between HOMO and LUMO (alpha / beta) (eV) = 10.071 / 5.831
- E_HOMO (alpha / beta) (Ha) = -0.3507 / -0.2885
- total charge = 0



One molecule with the formula C3H6OS at a distorted geometry, computed with ωB97M-V with the def2-TZVPD basis set.

Positions of all 11 atoms, in Å:
S  0.2223  -1.6558  -1.4680
O  0.5097  1.6446  -1.4655
C  0.6600  0.7730  0.8493
C  -1.0615  -0.3574  -0.5338
C  0.1354  0.7346  -0.5849
H  1.7705  0.4043  1.1811
H  0.8008  -2.6127  -0.2768
H  0.6788  1.6424  1.3949
H  -2.0641  -0.0785  -1.2136
H  -1.4791  -0.8517  0.6058
H  -0.1728  0.3572  1.5117

- lowest unoccupied orbital energy (eV) = 0.00
- gap between HOMO and LUMO (eV) = 9.447
- SMILES = CC(=O)CS
- E_HOMO (Ha) = -0.3472
- total charge = 0



A 2-piece molecular cluster, C3H6OS overall at a distorted geometry, computed with ωB97M-V with the def2-TZVPD basis set.

Positions of all 11 atoms, in Å:
S  -2.6133  0.1262  -0.2165
O  -0.1926  1.4097  -0.3375
C  -1.1771  -0.6017  0.0298
C  0.0195  0.2611  0.2661
C  1.2153  -0.3249  -0.2750
H  -1.0888  -1.7354  -0.1308
H  0.1468  0.2149  1.3749
H  2.0768  0.5205  -0.4289
H  -1.0677  1.9092  0.8864
H  1.1739  -0.5446  -1.4548
H  1.5072  -1.2350  0.2862

- lowest unoccupied orbital energy (eV) = -1.02
- gap between HOMO and LUMO (eV) = 7.757
- E_HOMO (Ha) = -0.3226
- total charge = 0



One molecule with the formula C3H6OS2, computed with ωB97M-V with the def2-TZVPD basis set.

Positions of all 12 atoms, in Å:
S  0.7052  1.0615  -0.9959
S  -0.5339  -0.1767  1.5158
O  -0.2828  -1.4643  -0.8623
C  0.9176  -0.7416  -0.9757
C  0.2447  1.2848  0.7517
C  -1.2323  -0.9116  0.0048
H  1.1206  1.5312  1.3746
H  -1.8297  -0.1515  -0.4964
H  -1.9149  -1.7178  0.3192
H  -0.4211  2.1569  0.7912
H  1.6210  -1.0022  -0.1703
H  1.3664  -1.0489  -1.9232

- lowest unoccupied orbital energy (eV) = 0.77
- gap between HOMO and LUMO (eV) = 9.610
- SMILES = C1OCSCS1
- E_HOMO (Ha) = -0.3250
- total charge = 0



One molecule with the formula C3H6OS3 at a distorted geometry, computed with ωB97M-V with the def2-TZVPD basis set.

Positions of all 13 atoms, in Å:
S  2.7068  -0.7804  -0.8296
S  1.1194  1.2626  1.0559
S  0.7841  -1.8267  1.0811
O  2.1917  2.1035  0.5801
C  1.2271  -0.4254  0.1576
C  -1.3026  0.1494  -0.1829
C  0.1484  0.4970  -0.3726
H  2.7817  0.3377  -1.4043
H  0.3776  0.9792  -1.2643
H  1.9021  -1.8641  1.6500
H  -1.4541  -0.8833  -0.2501
H  -1.8551  0.6075  -0.9496
H  -1.6302  0.6733  0.6984

- lowest unoccupied orbital energy (eV) = 0.62
- gap between HOMO and LUMO (eV) = 9.325
- E_HOMO (Ha) = -0.3199
- total charge = 0



A 2-piece molecular cluster, C3H6P2 overall at a distorted geometry, computed with ωB97M-V with the def2-TZVPD basis set.

Positions of all 11 atoms, in Å:
P  0.5259  -3.0149  -0.8768
P  0.7483  0.9518  -0.0906
C  -0.9207  -2.6023  -0.4063
C  0.7355  0.6878  1.5746
C  -0.5559  1.4464  -1.0605
H  1.5486  0.2525  2.0101
H  -1.2958  1.9840  -0.3510
H  -1.9824  -2.6615  -0.2931
H  -0.5449  1.6923  -2.1178
H  -0.0681  1.0842  2.3179
H  1.8094  0.1797  -0.7063

- lowest unoccupied orbital energy (eV) = 0.08
- gap between HOMO and LUMO (eV) = 7.543
- SMILES = C=[PH]=C.C#P
- E_HOMO (Ha) = -0.2742
- total charge = 0



Number 1: electronic energy -12231.1486 eV. Number 2: electronic energy -16088.1190 eV. Number 3: electronic energy -16089.3776 eV. Number 4: electronic energy -16086.0685 eV. Number 5: electronic energy -16087.3313 eV. Number 6: electronic energy -16088.1442 eV. Number 7: electronic energy -16085.5915 eV. Number 8: electronic energy -16086.3792 eV. Number 9: electronic energy -16085.5921 eV. Number 10: electronic energy -26925.4882 eV. Number 11: electronic energy -37759.3138 eV. Number 12: electronic energy -21780.1668 eV.